The following is a DFT calculation (the ωB97M-V functional and the def2-TZVPD basis) of 3 unconnected molecules or ions with the total composition C12H18O9 in a non-equilibrium geometry.

Bonds (Å) are listed after each position.
Positions of all 39 atoms, in Å:
1 C 1.588 4.500 -4.818  C2 1.514, H8 1.090, H9 1.090, H10 1.090
2 C 2.132 3.221 -5.415  C1 1.514, C3 1.513, O7 1.435, H11 1.090
3 C 3.611 2.965 -5.223  C2 1.513, O4 1.413, H12 1.090, H13 1.090
4 O 3.605 1.656 -4.688  C3 1.413, C5 1.411
5 C 2.346 1.386 -4.113  O4 1.411, O6 1.164, O7 1.319
6 O 2.115 0.467 -3.436  C5 1.164
7 O 1.498 2.322 -4.494  C2 1.435, C5 1.319
8 H 0.576 4.647 -5.197  C1 1.090
9 H 2.067 5.428 -5.131  C1 1.090
10 H 1.806 4.556 -3.752  C1 1.090
11 H 1.845 3.129 -6.463  C2 1.090
12 H 4.226 3.682 -4.679  C3 1.090
13 H 3.948 2.886 -6.257  C3 1.090
14 C -5.003 -1.934 1.100  C15 1.567, H21 1.090, H22 1.090, H23 1.090
15 C -6.454 -1.349 1.174  C14 1.567, C16 1.447, O20 1.416, H24 1.090
16 C -7.441 -2.061 0.391  C15 1.447, O17 1.416, H25 1.090, H26 1.090
17 O -8.193 -2.610 1.457  C16 1.416, C18 1.379
18 C -7.769 -2.224 2.712  O17 1.379, O19 1.260, O20 1.320
19 O -8.037 -2.723 3.838  C18 1.260
20 O -6.772 -1.375 2.553  C15 1.416, C18 1.320
21 H -4.370 -1.563 0.295  C14 1.090
22 H -5.155 -3.007 0.981  C14 1.090
23 H -4.584 -1.823 2.100  C14 1.090
24 H -6.382 -0.293 0.912  C15 1.090
25 H -6.995 -2.846 -0.221  C16 1.090
26 H -8.131 -1.368 -0.090  C16 1.090
27 C 5.505 -1.275 2.405  C28 1.585, H34 1.090, H35 1.090, H36 1.090
28 C 4.088 -0.932 3.026  C27 1.585, C29 1.553, O33 1.490, H37 1.090
29 C 3.333 -2.027 3.827  C28 1.553, O30 1.451, H38 1.090, H39 1.090
30 O 2.814 -1.444 5.050  C29 1.451, C31 1.264
31 C 3.416 -0.354 5.269  O30 1.264, O32 1.278, O33 1.381
32 O 3.172 0.284 6.349  C31 1.278
33 O 4.291 -0.086 4.235  C28 1.490, C31 1.381
34 H 6.322 -0.776 2.927  C27 1.090
35 H 5.347 -0.941 1.379  C27 1.090
36 H 5.657 -2.351 2.482  C27 1.090
37 H 3.448 -0.555 2.228  C28 1.090
38 H 4.012 -2.837 4.095  C29 1.090
39 H 2.519 -2.374 3.190  C29 1.090

Computed properties:
- SMILES string: C[C@H]1COC(=O)O1.C[C@H]1COC(=O)O1.C[C@H]1COC(=O)O1
- ΔE to the lowest compared entry with this formula, charge and spin: 77.57 kcal per mole
- Strongest force on any atom: 6.03 eV Å⁻¹
- Calculated total energy: -1145.15026 Ha